[1]
Entry from the Open Molecules 2025 dataset: a cluster of 17 separate species, C40H76Cl32N3O5 in total at a distorted geometry (wB97M-V/def2-TZVPD).

Each line ends with the Mulliken charge.
Cartesian coordinates (Å):
C 0.51 3.90 3.75  0.164
O 0.48 3.67 5.18  -0.458
C -0.75 3.07 5.60  -0.453
C -0.47 1.63 6.24  -0.187
C 0.61 0.94 5.26  0.233
C 0.68 -0.62 5.52  0.026
C 1.96 -1.25 4.83  -0.947
C 2.36 -0.58 3.45  -0.847
C 1.19 -0.65 2.35  1.321
C 1.79 -1.42 1.09  -0.369
C 0.82 -1.33 -0.18  -1.562
N 0.87 0.00 -0.82  1.402
C 2.08 0.12 -1.67  -0.852
C 3.05 1.35 -1.24  1.639
C 3.13 1.57 0.33  -0.970
C 2.64 2.73 -1.91  -0.810
C -0.39 0.32 -1.54  1.179
C -1.46 0.71 -0.42  -0.820
C -2.92 0.98 -0.98  -0.823
C -3.35 2.50 -0.90  -0.527
C -3.39 3.03 0.59  -0.267
N -3.54 4.53 0.63  0.091
C -2.20 5.19 0.72  -0.628
C -4.31 4.78 1.86  0.626
C -5.72 5.49 1.81  -1.195
O -3.89 4.41 2.95  -0.476
N -0.25 1.53 -2.41  -0.397
C -0.86 1.41 -3.49  0.576
O -1.68 1.44 -4.36  -0.605
C -0.79 -1.00 -2.34  -0.258
O -1.84 -1.65 -2.09  -0.632
O 0.01 -1.49 -3.30  -0.808
H 0.26 4.98 3.55  0.063
H -0.16 3.18 3.19  -0.113
H 1.57 3.65 3.43  0.104
H -1.18 3.72 6.44  0.390
H -1.55 3.04 4.81  0.091
H -0.01 1.72 7.27  -0.028
H -1.38 0.97 6.23  0.376
H 1.63 1.40 5.43  0.179
H 0.29 1.19 4.21  -0.263
H 0.81 -0.73 6.65  0.008
H -0.28 -1.16 5.27  0.073
H 1.86 -2.37 4.72  0.208
H 2.84 -1.07 5.53  0.359
H 2.73 0.49 3.56  0.268
H 3.27 -1.15 3.07  0.512
H 0.76 0.36 2.10  -0.315
H 0.37 -1.30 2.77  -0.640
H 2.85 -1.16 0.86  0.127
H 1.78 -2.52 1.39  0.449
H 1.16 -2.17 -0.87  0.253
H -0.19 -1.63 0.20  0.404
H 2.70 -0.81 -1.46  0.161
H 1.89 0.11 -2.78  0.434
H 4.11 1.10 -1.59  -0.900
H 3.84 0.82 0.78  0.193
H 3.59 2.59 0.50  0.472
H 2.14 1.54 0.86  -0.129
H 3.37 3.51 -1.51  0.213
H 2.67 2.73 -3.04  0.319
H 1.64 3.03 -1.50  -0.036
H -1.09 1.70 0.01  0.097
H -1.49 -0.01 0.44  0.204
H -3.63 0.41 -0.29  0.434
H -3.08 0.52 -2.00  0.268
H -4.39 2.56 -1.36  0.333
H -2.60 3.08 -1.53  0.107
H -4.24 2.53 1.15  0.436
H -2.46 2.79 1.18  -0.148
H -2.36 6.27 0.40  0.126
H -1.79 5.22 1.77  0.351
H -1.49 4.64 0.06  0.178
H -5.66 6.58 2.09  0.291
H -6.15 5.45 0.77  0.307
H -6.38 4.94 2.53  0.318
C -0.49 1.07 10.32  -0.342
Cl 0.59 -0.10 9.56  -0.142
Cl -2.09 1.05 9.58  -0.151
H -0.59 0.83 11.38  0.284
H -0.07 2.07 10.21  0.342
C 6.79 -0.86 -2.16  -0.261
Cl 5.51 -1.30 -1.04  -0.106
Cl 6.30 0.49 -3.18  -0.146
H 7.67 -0.57 -1.59  0.096
H 7.03 -1.71 -2.79  0.382
C -1.26 -2.33 -5.74  0.297
Cl -0.14 -3.47 -6.50  -0.263
Cl -2.86 -2.37 -6.51  -0.227
H -1.37 -2.59 -4.69  -0.133
H -0.86 -1.32 -5.82  0.317
C -4.01 -5.60 -5.73  -0.052
Cl -4.00 -6.29 -7.36  -0.197
Cl -5.00 -6.56 -4.63  -0.159
H -2.99 -5.57 -5.35  0.273
H -4.42 -4.59 -5.78  0.126
C -8.43 -7.19 -4.09  -0.007
Cl -9.79 -6.17 -4.55  -0.171
Cl -8.96 -8.86 -3.80  -0.172
H -7.70 -7.19 -4.89  0.113
H -7.99 -6.80 -3.17  0.232
C -0.53 -5.38 -9.54  0.271
Cl 0.98 -6.29 -9.41  -0.175
Cl -0.80 -4.82 -11.20  -0.176
H -1.36 -6.02 -9.25  0.132
H -0.48 -4.52 -8.88  -0.039
C -2.08 -3.73 3.21  -0.422
Cl -2.50 -2.07 3.65  -0.151
Cl -0.38 -3.87 2.77  -0.001
H -2.28 -4.38 4.06  0.390
H -2.69 -4.03 2.36  0.223
C -3.34 -1.93 11.44  -0.105
Cl -2.68 -0.83 12.66  -0.156
Cl -2.71 -3.57 11.64  -0.162
H -4.42 -1.95 11.54  0.297
H -3.07 -1.57 10.45  0.122
C 4.00 6.10 -3.32  0.186
Cl 3.69 6.52 -1.63  -0.145
Cl 2.50 6.00 -4.25  -0.148
H 4.64 6.86 -3.76  0.315
H 4.50 5.13 -3.35  -0.211
C -0.33 8.13 2.32  -0.302
Cl 0.70 6.91 1.56  -0.122
Cl -1.96 8.09 1.62  -0.133
H -0.40 7.92 3.38  0.265
H 0.10 9.11 2.16  0.329
C -0.66 -8.04 2.93  -0.305
Cl 0.79 -7.14 3.38  -0.137
Cl -1.81 -7.01 2.08  -0.108
H -0.38 -8.86 2.29  0.295
H -1.13 -8.42 3.84  0.259
C 10.92 -2.02 -1.76  -0.326
Cl 9.64 -2.48 -0.63  -0.129
Cl 10.42 -0.67 -2.78  -0.081
H 11.80 -1.72 -1.19  0.285
H 11.15 -2.87 -2.39  0.280
C -4.26 -3.58 -2.13  0.203
Cl -4.60 -3.23 -0.43  -0.195
Cl -5.75 -3.68 -3.09  -0.187
H -3.64 -2.78 -2.53  -0.003
H -3.74 -4.53 -2.20  0.225
C 8.61 3.30 -4.55  -0.405
Cl 8.79 1.58 -4.19  -0.104
Cl 6.93 3.81 -4.36  -0.078
H 9.24 3.87 -3.87  0.258
H 8.92 3.48 -5.57  0.318
C -3.07 3.89 -6.62  0.402
Cl -2.61 3.37 -8.24  -0.167
Cl -2.60 5.57 -6.32  -0.169
H -4.15 3.81 -6.52  0.255
H -2.58 3.25 -5.89  -0.296
C 2.51 -4.95 -4.32  0.121
Cl 1.81 -5.69 -2.87  -0.151
Cl 4.19 -4.46 -4.03  -0.160
H 2.49 -5.67 -5.13  0.292
H 1.93 -4.07 -4.58  -0.109

The value obtained for the HOMO energy is -5.61 eV. As for the total charge: -1. Its total energy is -16836.231893 Eh. For the molecular weight, the calculation gives 1813.56 g mol⁻¹.

[2]
Entry from the Open Molecules 2025 dataset: a structure of composition C7H23BrCoN7O4 at a distorted geometry (wB97M-V/def2-TZVPD).

Each line ends with the natural charge from an NBO analysis.
Cartesian coordinates (Å):
Co 21.41 27.57 -18.13  0.987
Br 24.47 29.54 -16.68  0.011
C 30.99 27.95 -14.41  -0.616
C 31.20 28.28 -15.90  -0.087
C 30.84 27.14 -16.85  -0.066
O 31.76 25.96 -16.85  -0.556
C 33.11 26.21 -17.39  -0.270
N 30.28 29.43 -16.11  -0.834
H 31.04 28.81 -13.75  0.226
H 31.71 27.28 -13.95  0.219
H 30.04 27.41 -14.35  0.193
H 32.25 28.42 -16.15  0.201
H 30.80 27.51 -17.88  0.167
H 29.82 26.83 -16.62  0.170
H 33.16 26.68 -18.37  0.177
H 33.44 25.17 -17.42  0.204
H 33.79 26.69 -16.69  0.173
H 30.36 29.82 -17.04  0.354
H 29.29 29.21 -16.12  0.345
C 21.04 33.89 -13.62  0.729
O 20.14 34.54 -13.12  -0.677
N 21.04 33.26 -14.75  -0.830
N 22.17 33.90 -13.06  -0.806
H 21.91 32.79 -14.96  0.378
H 20.20 33.33 -15.30  0.418
H 22.26 34.49 -12.24  0.416
H 23.01 33.42 -13.35  0.372
C 19.85 31.94 -20.35  0.765
O 19.94 30.84 -19.78  -0.742
N 20.81 32.86 -20.34  -0.823
N 18.89 32.20 -21.20  -0.809
H 20.70 33.76 -20.79  0.402
H 21.59 32.64 -19.74  0.404
H 18.75 33.11 -21.60  0.392
H 18.12 31.57 -21.36  0.413
C 28.47 33.75 -20.69  0.749
O 28.78 32.77 -21.37  -0.667
N 27.56 33.73 -19.76  -0.827
N 28.81 35.00 -20.84  -0.827
H 27.25 32.80 -19.50  0.396
H 27.25 34.57 -19.31  0.384
H 28.43 35.75 -20.27  0.384
H 29.33 35.23 -21.67  0.408

For the energy relative to the best compared isomer or geometry (same formula, charge and spin), the calculation gives 454.2 kJ/mol. As for the expectation value of S²: 3.76. The value obtained for the HOMO energy (spin up / spin down) is -10.75 / -10.75 eV. As for the total charge: +1. Its total energy is -4921.138513 Eh. For the molecular weight, the calculation gives 408.14 g mol⁻¹. The multiplicity is 4.

[3]
Entry from the Open Molecules 2025 dataset: a cluster of 15 separate species, C42H121N7O15 in total at a distorted geometry (wB97M-V/def2-TZVPD).

Each line ends with the Mulliken charge.
Cartesian coordinates (Å):
O 6.12 2.65 6.84  -0.633
H 6.80 2.01 7.07  0.313
H 5.33 2.12 6.74  0.320
C 6.44 4.32 -6.79  -1.221
C 6.10 5.23 -5.56  0.379
C 7.28 6.12 -5.16  -0.764
O 8.35 5.34 -4.57  -0.313
C 9.43 6.08 -3.96  -0.772
N 5.07 6.05 -6.19  -0.726
H 6.64 4.92 -7.68  0.326
H 5.69 3.57 -7.04  0.329
H 7.39 3.86 -6.52  0.323
H 5.81 4.64 -4.69  0.325
H 7.05 6.85 -4.37  0.343
H 7.41 6.86 -5.95  0.384
H 10.14 5.45 -3.43  0.285
H 9.15 6.90 -3.29  0.281
H 10.11 6.55 -4.67  0.319
H 4.29 5.44 -5.98  0.282
H 4.77 6.81 -5.59  0.222
C 3.56 -5.84 1.10  -1.342
C 4.41 -7.01 0.57  0.330
C 3.60 -7.94 -0.41  -0.620
O 2.47 -8.42 0.29  -0.305
C 1.52 -9.07 -0.57  -0.674
N 5.41 -6.36 -0.24  -0.763
H 3.98 -5.24 1.91  0.377
H 2.61 -6.23 1.48  0.318
H 3.22 -5.17 0.31  0.318
H 4.88 -7.46 1.45  0.327
H 4.28 -8.74 -0.68  0.329
H 3.26 -7.37 -1.28  0.346
H 0.52 -9.19 -0.15  0.241
H 1.85 -10.10 -0.56  0.271
H 1.49 -8.61 -1.57  0.295
H 4.89 -5.87 -0.96  0.281
H 5.89 -5.62 0.23  0.269
C -5.87 -9.05 3.52  -1.563
C -4.86 -9.32 4.61  0.612
C -4.65 -10.75 5.05  -0.706
O -3.70 -10.72 6.09  -0.347
C -3.16 -12.06 6.41  -0.770
N -3.59 -8.74 4.04  -0.686
H -5.77 -9.80 2.74  0.364
H -5.70 -8.09 3.02  0.391
H -6.91 -9.19 3.79  0.385
H -5.25 -8.86 5.52  0.240
H -4.41 -11.45 4.25  0.374
H -5.60 -11.14 5.43  0.347
H -2.29 -12.35 5.81  0.300
H -3.85 -12.90 6.27  0.323
H -2.85 -12.09 7.46  0.263
H -2.83 -8.94 4.68  0.255
H -3.38 -9.00 3.09  0.217
C 8.83 0.07 -0.62  -1.382
C 9.49 -1.03 0.25  0.538
C 10.72 -0.69 0.99  -0.691
O 11.86 -0.49 0.10  -0.351
C 12.28 -1.73 -0.40  -0.733
N 8.39 -1.31 1.20  -0.703
H 7.83 -0.22 -0.94  0.364
H 9.49 0.29 -1.46  0.334
H 8.76 0.95 0.01  0.330
H 9.65 -1.91 -0.38  0.249
H 11.01 -1.36 1.80  0.397
H 10.54 0.26 1.50  0.304
H 11.60 -2.32 -1.02  0.271
H 12.51 -2.40 0.42  0.317
H 13.18 -1.60 -1.01  0.280
H 8.10 -0.56 1.82  0.245
H 8.67 -2.11 1.74  0.231
C 1.96 1.74 0.73  -1.467
C 0.61 1.27 1.32  0.393
C 0.38 -0.20 1.25  -0.724
O -0.95 -0.46 1.62  -0.218
C -1.35 -1.83 1.51  -0.764
N 0.61 1.62 2.73  -0.699
H 2.77 1.05 0.95  0.304
H 2.17 2.75 1.06  0.350
H 1.95 1.68 -0.36  0.373
H -0.23 1.78 0.84  0.353
H 1.14 -0.83 1.73  0.392
H 0.37 -0.55 0.22  0.358
H -2.43 -1.84 1.72  0.239
H -0.82 -2.45 2.23  0.275
H -1.26 -2.24 0.51  0.310
H -0.28 1.41 3.15  0.278
H 1.24 0.93 3.12  0.250
C -9.37 -2.67 1.40  -1.379
C -10.74 -2.00 0.97  0.403
C -10.42 -0.69 0.21  -0.611
O -11.54 -0.07 -0.23  -0.331
C -11.22 1.06 -1.09  -0.716
N -11.40 -2.94 0.11  -0.717
H -8.68 -2.09 2.01  0.361
H -8.83 -2.99 0.50  0.359
H -9.62 -3.66 1.78  0.349
H -11.36 -1.88 1.87  0.300
H -9.77 -0.92 -0.64  0.337
H -9.97 -0.12 1.02  0.309
H -12.07 1.69 -1.38  0.286
H -10.83 0.71 -2.05  0.301
H -10.48 1.70 -0.60  0.280
H -11.54 -3.88 0.46  0.227
H -12.33 -2.54 0.09  0.243
C -5.47 2.51 -4.27  -1.223
C -5.29 4.09 -4.08  0.351
C -6.62 4.87 -3.97  -0.600
O -7.52 4.59 -5.06  -0.354
C -7.35 5.37 -6.27  -0.679
N -4.25 4.46 -3.06  -0.630
H -4.47 2.08 -4.38  0.421
H -6.00 2.37 -5.21  0.273
H -6.08 2.22 -3.42  0.310
H -4.83 4.41 -5.01  0.126
H -6.45 5.94 -4.03  0.359
H -7.20 4.58 -3.09  0.319
H -8.06 5.14 -7.06  0.264
H -6.39 5.14 -6.73  0.274
H -7.49 6.41 -5.99  0.294
H -3.52 3.75 -3.12  0.255
H -4.58 4.23 -2.13  0.245
C -1.38 7.49 3.87  -0.937
C -0.18 7.35 4.88  -0.191
O 0.95 6.88 4.17  -0.493
H -2.35 7.42 4.36  0.304
H -1.34 6.75 3.07  0.268
H -1.42 8.40 3.28  0.254
H -0.48 6.77 5.75  0.247
H -0.13 8.37 5.25  0.250
H 0.76 6.11 3.63  0.297
C -7.67 -5.03 -4.21  -0.891
C -6.34 -4.53 -3.64  -0.292
O -5.42 -4.51 -4.69  -0.522
H -7.81 -4.64 -5.22  0.278
H -8.45 -4.66 -3.54  0.284
H -7.85 -6.10 -4.15  0.318
H -5.99 -4.94 -2.70  0.279
H -6.36 -3.49 -3.32  0.245
H -5.21 -5.42 -4.93  0.299
C 0.98 -1.25 -5.89  -0.780
C 0.62 -2.57 -6.59  -0.292
O 1.36 -2.83 -7.77  -0.529
H 2.02 -1.04 -5.64  0.276
H 0.46 -1.51 -4.97  0.260
H 0.46 -0.42 -6.38  0.252
H -0.43 -2.67 -6.86  0.249
H 0.85 -3.40 -5.93  0.268
H 2.11 -3.40 -7.57  0.297
C 1.82 9.82 -2.32  -0.936
C 0.56 9.08 -1.79  -0.206
O -0.47 8.77 -2.77  -0.522
H 2.46 9.10 -2.83  0.189
H 2.45 10.22 -1.53  0.321
H 1.68 10.65 -3.02  0.318
H 0.13 9.66 -0.96  0.269
H 0.97 8.24 -1.23  0.264
H -1.08 8.14 -2.38  0.301
C -6.43 3.51 3.26  -1.151
C -5.39 2.49 3.14  -0.058
O -4.78 2.61 1.90  -0.495
H -6.07 4.54 3.33  0.284
H -7.07 3.38 4.14  0.364
H -7.13 3.51 2.42  0.282
H -5.84 1.50 3.27  0.227
H -4.72 2.48 4.00  0.275
H -4.14 1.91 1.78  0.269
C 7.15 7.00 2.42  -0.927
C 6.72 7.76 1.11  -0.189
O 7.45 8.93 1.10  -0.529
H 6.59 6.07 2.52  0.302
H 7.08 7.62 3.32  0.304
H 8.21 6.79 2.36  0.274
H 5.69 8.09 1.07  0.275
H 7.11 7.19 0.26  0.186
H 7.03 9.54 1.70  0.303
C 1.13 -2.77 6.74  -1.021
C 2.51 -2.71 7.42  -0.114
O 3.20 -1.45 7.21  -0.532
H 0.72 -3.76 6.58  0.351
H 1.10 -2.26 5.78  0.237
H 0.27 -2.43 7.31  0.304
H 3.06 -3.43 6.83  0.213
H 2.50 -3.01 8.47  0.265
H 4.15 -1.49 7.35  0.296

The value obtained for the HOMO energy is -9.18 eV. Its total energy is -3184.219056 Eh. For the molecular weight, the calculation gives 964.46 g mol⁻¹.

- What is the molecular weight in the first record?
  1813.56 g mol⁻¹